Computed, not measured: a molecular structure, C38H55GeIrN8O2Se in a non-equilibrium geometry, with wB97M-V/def2-TZVPD.

## Properties
HOMO energy (spin up / spin down) = -14.7 / -14.7 eV
2S+1 = 2
<S²> = 0.754
total charge = +3
frontier orbital gap (spin up / spin down) = 6.045 / 4.074 eV

Last column: Löwdin charge in e.
Atoms and positions in Å:
Ir: 0.4825 -0.0268 -0.0241  1.40
C: -2.4650 0.8439 1.6317  -0.07
O: -1.6970 -0.1904 1.0063  -0.25
C: -1.7927 -1.4609 1.5771  -0.22
C: -2.8378 -1.8403 2.3978  0.00
C: -2.8561 -3.1084 2.9609  -0.03
C: -1.8252 -4.0003 2.7019  -0.04
C: -0.7811 -3.6246 1.8838  0.01
C: -0.7493 -2.3518 1.2950  -0.20
N: 0.3125 -1.9483 0.4768  -0.12
N: 1.0625 -2.8870 0.0142  0.10
C: 2.3189 -2.7893 -0.3572  -0.14
C: 3.0410 -1.5258 -0.4128  -0.30
O: 2.5385 -0.4165 -0.0136  -0.11
C: 4.3473 -1.5318 -0.9571  -0.01
C: 4.9766 -2.6903 -1.2970  0.05
C: 4.3430 -3.9617 -1.1703  -0.16
C: 5.0327 -5.1511 -1.4512  0.00
C: 4.4195 -6.3709 -1.2794  -0.04
C: 3.1035 -6.4298 -0.8176  -0.03
C: 2.4066 -5.2723 -0.5396  -0.02
C: 3.0059 -4.0176 -0.7161  -0.11
H: -3.5327 0.6870 1.4760  0.08
H: -2.1640 1.7790 1.1627  0.07
H: -2.2643 0.8855 2.7028  0.12
H: -3.6470 -1.1601 2.6227  0.12
H: -3.6653 -3.3907 3.6194  0.13
H: -1.8312 -4.9873 3.1427  0.13
H: 0.0551 -4.2822 1.7030  0.11
H: 4.8500 -0.5758 -1.0306  0.13
H: 5.9963 -2.6498 -1.6612  0.14
H: 6.0584 -5.0980 -1.7935  0.13
H: 4.9576 -7.2821 -1.5002  0.12
H: 2.6381 -7.3944 -0.6671  0.12
H: 1.3964 -5.3236 -0.1601  0.10
C: 2.8521 -0.2430 -3.5561  -0.01
N: 1.7335 -1.1711 -3.6851  -0.10
C: 1.7764 -1.9727 -4.9040  -0.01
C: 0.6939 -1.1364 -2.8447  -0.36
N: 0.4248 -0.0180 -2.1252  -0.02
C: 0.4349 1.2781 -2.6477  -0.26
C: 0.3093 1.4968 -4.0288  -0.06
C: 0.1998 2.7653 -4.5552  -0.06
C: 0.1286 3.8448 -3.6872  -0.06
C: 0.2305 3.6464 -2.3239  -0.02
C: 0.4643 2.3795 -1.7637  -0.21
N: 0.7158 2.0730 -0.3940  0.02
C: 1.0913 2.9578 0.5251  -0.33
N: 1.2495 4.3023 0.2236  -0.23
C: 2.4892 4.7586 -0.3850  -0.03
C: 0.3672 5.2651 0.8591  -0.03
N: 1.3414 2.6195 1.8010  -0.09
C: 2.0231 3.5220 2.7291  0.00
C: 1.1078 1.3303 2.4171  -0.03
N: -0.0423 -2.2365 -2.6237  -0.10
C: -1.4089 -2.1767 -2.1231  -0.02
C: 0.4404 -3.5946 -2.8550  -0.02
H: 2.7948 0.5513 -4.3028  0.10
H: 3.7760 -0.7994 -3.7135  0.11
H: 2.8643 0.1982 -2.5632  0.08
H: 1.9292 -1.3064 -5.7563  0.11
H: 0.8513 -2.5164 -5.0643  0.09
H: 2.6176 -2.6664 -4.8809  0.11
H: 0.2467 0.6388 -4.6875  0.12
H: 0.1209 2.9138 -5.6238  0.12
H: -0.0286 4.8421 -4.0746  0.12
H: 0.1124 4.4975 -1.6816  0.10
H: 3.0130 3.9079 -0.8199  0.10
H: 3.1542 5.2388 0.3403  0.09
H: 2.2857 5.4844 -1.1751  0.10
H: -0.6575 4.8864 0.8482  0.10
H: 0.3932 6.1892 0.2811  0.11
H: 0.6294 5.5165 1.8910  0.08
H: 2.5149 4.3420 2.2225  0.09
H: 2.7866 2.9569 3.2643  0.11
H: 1.3262 3.9230 3.4677  0.11
H: 0.3426 0.7604 1.8788  0.03
H: 0.7501 1.4749 3.4367  0.12
H: 2.0311 0.7474 2.4522  0.11
H: -2.1095 -2.4110 -2.9296  0.11
H: -1.6348 -1.1945 -1.7218  0.04
H: -1.5414 -2.9166 -1.3330  0.10
H: -0.0834 -4.0689 -3.6867  0.11
H: 0.2510 -4.1801 -1.9538  0.09
H: 1.5106 -3.5998 -3.0377  0.09
C: -7.8870 1.5401 -1.6171  -0.19
Ge: -6.2401 2.5392 -1.2726  0.86
C: -5.9386 3.2198 0.5441  -0.20
C: -5.7273 3.8788 -2.6088  -0.21
C: -4.8236 0.9735 -1.4030  -0.52
Se: -3.0589 1.5424 -1.7311  1.15
C: -3.1585 1.7783 -3.6453  -0.29
H: -8.7357 2.2179 -1.5256  0.04
H: -8.0085 0.7309 -0.8991  0.04
H: -7.8786 1.1306 -2.6260  0.04
H: -6.5342 4.1202 0.6936  0.04
H: -4.8891 3.4824 0.6831  0.02
H: -6.2341 2.4912 1.2981  0.03
H: -6.4290 4.7114 -2.5573  0.04
H: -5.7555 3.4846 -3.6238  0.03
H: -4.7316 4.2697 -2.3947  0.02
H: -5.1390 0.2797 -2.1823  0.04
H: -4.8563 0.4891 -0.4277  0.02
H: -4.0144 1.2363 -4.0396  0.05
H: -2.2340 1.4071 -4.0759  0.02
H: -3.2464 2.8416 -3.8636  0.05

Computed, not measured: a molecular structure, C38H55IN3O10P2S3SbSeY in a non-equilibrium geometry, with wB97M-V/def2-TZVPD.

## Properties
HOMO energy (spin up / spin down) = -2.7 / -3.2 eV
2S+1 = 2
<S²> = 0.755
total charge = -2
frontier orbital gap (spin up / spin down) = 6.345 / 6.487 eV

Last column: Löwdin charge in e.
Atoms and positions in Å:
Y: -1.2057 0.0503 -1.3236  1.16
C: 3.6080 0.5295 4.4936  -0.05
C: 2.1941 0.2603 5.0312  -0.56
C: 2.2743 -0.8926 6.0297  -0.08
C: 1.7006 1.5079 5.7785  -0.06
C: 1.2494 -0.0528 3.8664  -0.19
C: 1.0684 0.8699 2.8419  -0.07
C: 0.2197 0.6097 1.7791  -0.37
Se: 0.1121 1.9138 0.3525  1.06
C: 1.8356 1.5485 -0.4055  -0.43
C: 2.8352 2.4917 -0.4011  -0.08
C: 4.0547 2.2189 -1.0243  -0.18
C: 4.1863 0.9682 -1.6234  0.02
C: 3.1816 -0.0085 -1.6468  -0.09
C: 1.9475 0.2891 -1.0333  -0.44
O: 0.9106 -0.5070 -1.0076  -0.27
C: 3.3832 -1.3587 -2.3503  -0.53
C: 2.3834 -1.4800 -3.5126  -0.04
C: 4.7965 -1.5210 -2.9081  -0.08
C: 3.1373 -2.5042 -1.3528  -0.05
C: 5.1643 3.2772 -1.0281  -0.56
C: 4.6504 4.5651 -1.6929  -0.06
C: 5.5819 3.5954 0.4164  -0.06
C: 6.4031 2.8110 -1.7904  -0.08
C: -0.5216 -0.5888 1.6772  -0.37
O: -1.3377 -0.8025 0.6765  -0.26
C: -0.3237 -1.5477 2.7045  -0.08
C: 0.5386 -1.2475 3.7576  0.02
C: -1.0472 -2.9016 2.6213  -0.53
C: -0.6171 -3.6337 1.3377  -0.04
C: -0.7201 -3.8105 3.8020  -0.09
C: -2.5705 -2.6839 2.6080  -0.04
H: 4.2977 0.7574 5.3171  0.08
H: 3.9843 -0.3462 3.9551  0.09
H: 3.6180 1.3733 3.7972  0.08
H: 2.9603 -0.6265 6.8407  0.08
H: 1.2963 -1.1118 6.4716  0.08
H: 2.6478 -1.8065 5.5560  0.09
H: 2.3665 1.7477 6.6185  0.08
H: 1.6640 2.3763 5.1141  0.08
H: 0.6918 1.3432 6.1705  0.09
H: 1.6096 1.8114 2.8400  0.10
H: 2.6455 3.4495 0.0743  0.10
H: 5.1246 0.7351 -2.1107  0.08
H: 2.4868 -0.6426 -4.2103  0.09
H: 2.5588 -2.4160 -4.0634  0.08
H: 1.3582 -1.4820 -3.1492  0.05
H: 5.0180 -0.7737 -3.6793  0.08
H: 5.5595 -1.4473 -2.1229  0.08
H: 4.8806 -2.5114 -3.3688  0.08
H: 2.1295 -2.4460 -0.9412  0.07
H: 3.2580 -3.4727 -1.8582  0.08
H: 3.8548 -2.4528 -0.5252  0.08
H: 3.8042 4.9887 -1.1433  0.08
H: 5.4448 5.3239 -1.7328  0.08
H: 4.3116 4.3588 -2.7132  0.09
H: 4.7329 3.9683 0.9987  0.08
H: 5.9577 2.6942 0.9125  0.09
H: 6.3716 4.3599 0.4343  0.08
H: 6.1689 2.5889 -2.8374  0.09
H: 7.1607 3.6032 -1.7726  0.08
H: 6.8407 1.9139 -1.3388  0.08
H: 0.6721 -1.9939 4.5297  0.08
H: 0.4593 -3.8346 1.3559  0.09
H: -1.1462 -4.5932 1.2573  0.08
H: -0.8344 -3.0369 0.4552  0.06
H: 0.3498 -4.0391 3.8580  0.08
H: -1.0313 -3.3693 4.7549  0.08
H: -1.2586 -4.7551 3.6780  0.08
H: -2.8728 -2.0726 1.7587  0.06
H: -3.0887 -3.6511 2.5489  0.08
H: -2.8903 -2.1798 3.5269  0.09
C: -4.4792 -1.9850 -4.3920  -0.08
C: -3.3797 -0.9283 -4.2832  -0.52
O: -3.2420 -0.3040 -5.5591  -0.08
P: -4.0159 0.4082 -3.0980  0.59
O: -4.6246 1.4679 -4.1255  -0.19
O: -5.4302 0.1069 -2.4103  -0.16
O: -2.9518 1.1858 -2.2819  -0.58
P: -1.6435 -1.6161 -3.9841  0.38
O: -1.7436 -3.1046 -4.6247  -0.14
O: -0.7600 -0.7889 -4.8497  -0.33
O: -1.2427 -1.8102 -2.5266  -0.40
H: -5.3495 -1.5244 -4.8647  0.09
H: -4.7911 -2.3911 -3.4289  0.01
H: -4.1240 -2.7970 -5.0232  0.08
H: -2.2939 -0.0810 -5.6485  0.07
H: -3.9702 1.9914 -4.6464  -0.06
H: -6.1374 0.4675 -2.9676  0.10
H: -1.0983 -3.1396 -5.3475  0.08
S: -2.5545 3.7795 -4.9506  -0.10
Sb: -1.6689 3.2187 -2.9528  0.20
S: 0.0585 1.7514 -3.1048  0.12
S: -2.1288 4.5090 -1.1869  -0.15
N: -3.3025 -3.2850 -1.3275  0.19
C: -3.9603 -2.1546 -0.9866  -0.61
O: -3.5222 -1.0458 -1.4531  -0.22
C: -5.1082 -2.2331 -0.1606  -0.17
I: -7.3160 -3.0222 -1.7427  -0.06
H: -2.3717 -3.1458 -1.7081  0.07
H: -3.4493 -4.1003 -0.7572  0.11
H: -5.5732 -1.3144 0.1608  0.03
H: -5.2693 -3.1210 0.4353  0.02
N: -6.9716 4.3381 3.5193  0.14
C: -6.1673 3.7445 2.9497  -0.17
C: -5.1502 2.9900 2.2296  -0.23
C: -3.8263 3.0408 2.6333  -0.01
C: -2.8930 2.3141 1.9129  -0.13
N: -3.1960 1.5638 0.8492  0.10
C: -4.4813 1.5130 0.4893  -0.10
C: -5.4905 2.2061 1.1416  0.00
H: -3.5226 3.6409 3.4822  0.12
H: -1.8545 2.3386 2.2162  0.08
H: -4.7233 0.8843 -0.3546  0.07
H: -6.5148 2.1339 0.7978  0.12

Electronic energy in hartree, matching the order above: -6651.22795; -7253.28111
M in g/mol, matching the order above: 999.70; 1288.55
Energy above the lowest of the compared OMol25 structures with the same formula, charge and spin in kJ/mol, matching the order above: 74.1; 199.6